w) Computed, not measured: 2 unconnected molecules or ions with the total composition Br2S2, with the ωB97M-V functional and the def2-TZVPD basis.

The geometry in ORCA input format:
```
! wB97M-V def2-TZVPD RIJCOSX def2/J DEFGRID3
* xyz 0 1
S -1.515 1.729 0.946
S 0.992 1.114 -0.853
Br -2.383 0.068 0.031
Br 2.567 0.104 0.059
*
```

=====

x) Computed, not measured: 2 unconnected molecules or ions with the total composition Br2S2, with the ωB97M-V functional and the def2-TZVPD basis.

The geometry in ORCA input format:
```
! wB97M-V def2-TZVPD RIJCOSX def2/J DEFGRID3
* xyz 0 1
S -2.954 1.491 -0.955
S 1.867 -0.264 1.042
Br -2.406 -0.341 -0.041
Br 3.493 -0.886 -0.045
*
```

=====

Relative energies, hartree: w) 0.0137; x) 0.0000.

=====

w) Computed, not measured: C3H5ClN2 in the gas phase, with the ωB97M-V functional and the def2-TZVPD basis.

The geometry in ORCA input format:
```
! wB97M-V def2-TZVPD RIJCOSX def2/J DEFGRID3
* xyz 0 1
C -0.101 -0.727 -0.129
C -1.102 0.412 -0.317
C 1.180 -0.193 0.503
N -0.501 1.648 -0.066
N 0.626 1.860 0.277
Cl 2.667 -0.814 -0.117
H -0.561 -1.426 0.537
H 0.153 -1.226 -1.037
H -1.438 0.494 -1.372
H -1.960 0.168 0.225
H 1.038 -0.196 1.496
*
```

=====

x) Computed, not measured: C3H5ClN2 in the gas phase, with the ωB97M-V functional and the def2-TZVPD basis.

The geometry in ORCA input format:
```
! wB97M-V def2-TZVPD RIJCOSX def2/J DEFGRID3
* xyz 0 1
H -3.103 -0.508 -0.026
N -2.617 0.394 -0.150
C -1.348 -0.035 -0.196
N -0.862 -1.359 0.268
C -0.258 1.217 0.013
C 1.079 1.255 0.179
Cl 1.841 -0.445 -0.119
H 0.088 -1.777 0.072
H -1.565 -2.198 0.405
H -0.880 2.139 0.336
H 1.680 2.039 0.425
*
```

=====

Relative energies, hartree: w) 0.0185; x) 0.0000.

=====

w) Computed, not measured: 2 unconnected molecules or ions with the total composition C12H20O, with the ωB97M-V functional and the def2-TZVPD basis.

The geometry in ORCA input format:
```
! wB97M-V def2-TZVPD RIJCOSX def2/J DEFGRID3
* xyz 0 1
C 2.829 -3.182 -1.815
C 1.333 -3.455 -2.258
C 0.402 -3.098 -1.133
C 0.157 -4.141 -0.155
C -0.851 -3.994 0.747
C -1.571 -2.766 0.892
O -2.311 -2.610 2.003
C -1.170 -1.764 0.068
C -0.312 -1.933 -1.062
H 2.814 -2.917 -0.762
H 3.195 -2.302 -2.349
H 3.415 -4.080 -2.015
H 1.019 -2.869 -3.161
H 1.326 -4.518 -2.504
H 0.679 -5.079 -0.267
H -0.975 -4.749 1.524
H -2.679 -3.435 2.334
H -1.593 -0.737 -0.077
H -0.193 -1.066 -1.741
C -0.206 3.941 -0.542
C -0.085 3.905 0.973
C 0.303 5.321 1.362
C -1.372 3.526 1.694
H 0.743 4.125 -1.077
H -1.036 4.523 -0.975
H -0.492 3.005 -1.065
H 0.708 3.168 1.282
H 1.376 5.348 1.582
H 0.090 6.047 0.539
H -0.323 5.809 2.125
H -1.993 2.821 1.112
H -1.068 2.992 2.611
H -2.158 4.160 2.110
*
```

=====

x) Computed, not measured: 2 unconnected molecules or ions with the total composition C12H20O, with the ωB97M-V functional and the def2-TZVPD basis.

The geometry in ORCA input format:
```
! wB97M-V def2-TZVPD RIJCOSX def2/J DEFGRID3
* xyz 0 1
C -2.351 -0.793 -2.403
C -1.595 -0.575 -1.006
C -0.268 -1.255 -1.128
C 0.928 -0.615 -1.439
C 2.160 -1.348 -1.644
C 2.143 -2.768 -1.612
O 3.198 -3.630 -1.611
C 0.890 -3.350 -1.380
C -0.307 -2.662 -1.092
H -1.806 -0.595 -3.282
H -3.347 -0.128 -2.356
H -2.639 -1.835 -2.558
H -1.430 0.504 -0.731
H -2.188 -1.004 -0.166
H 1.112 0.471 -1.268
H 3.084 -0.842 -1.673
H 3.978 -3.090 -1.756
H 0.861 -4.449 -1.536
H -1.245 -3.149 -0.973
C -0.646 1.963 3.422
C -0.468 1.992 1.920
C -0.287 3.511 1.674
C 0.847 1.268 1.483
H 0.289 2.159 3.923
H -0.903 1.002 3.828
H -1.363 2.687 3.714
H -1.322 1.498 1.539
H 0.480 4.022 2.135
H 0.082 3.788 0.725
H -1.295 4.010 1.560
H 0.665 0.239 1.544
H 0.978 1.294 0.334
H 1.770 1.680 1.813
*
```

=====

Relative energies, hartree: w) 0.0000; x) 0.0090.

=====

w) Computed, not measured: C6H11BO in the gas phase, with the ωB97M-V functional and the def2-TZVPD basis.

The geometry in ORCA input format:
```
! wB97M-V def2-TZVPD RIJCOSX def2/J DEFGRID3
* xyz 0 1
C 1.852 -1.049 -1.907
C 0.608 -0.597 -1.890
C -0.166 -0.345 -3.147
B -0.284 -0.145 -0.480
O -1.519 0.202 -0.883
C -0.112 -0.034 1.203
C -0.699 0.836 2.008
C -0.508 0.828 3.491
H 2.423 -1.211 -1.010
H 2.353 -1.281 -2.838
H 0.414 -0.608 -4.029
H -0.442 0.707 -3.200
H -1.091 -0.916 -3.138
H -2.140 0.481 -0.206
H 0.541 -0.769 1.662
H -1.339 1.623 1.624
H -1.468 0.804 4.006
H 0.077 -0.037 3.797
H 0.020 1.729 3.807
*
```

=====

x) Computed, not measured: C6H11BO in the gas phase, with the ωB97M-V functional and the def2-TZVPD basis.

The geometry in ORCA input format:
```
! wB97M-V def2-TZVPD RIJCOSX def2/J DEFGRID3
* xyz 0 1
C -0.364 -0.651 1.704
C -0.664 -0.696 0.180
C -1.422 0.506 -0.314
C -0.463 1.291 -1.161
C 0.928 0.841 -0.691
C 0.772 -0.649 -0.424
B 2.042 -1.336 0.342
O 3.017 -1.767 0.853
H 0.157 -1.517 2.034
H 0.227 0.310 1.930
H -1.163 -0.557 2.359
H -1.088 -1.587 -0.100
H -2.363 0.241 -0.921
H -1.830 0.986 0.594
H -0.710 0.839 -2.256
H -0.632 2.343 -1.454
H 1.242 1.437 0.180
H 1.617 1.089 -1.490
H 0.697 -1.123 -1.365
*
```

=====

Relative energies, hartree: w) 0.0213; x) 0.0000.

=====

w) Computed, not measured: C6H8NO3P in the gas phase, with the ωB97M-V functional and the def2-TZVPD basis.

The geometry in ORCA input format:
```
! wB97M-V def2-TZVPD RIJCOSX def2/J DEFGRID3
* xyz 0 1
C -1.528 -3.684 -3.090
C -1.153 -2.817 -2.356
C 0.545 -1.453 -1.379
C -0.725 -1.759 -1.481
C 1.100 -0.715 0.925
C -0.644 3.063 0.742
N 0.822 -0.375 -0.545
O -0.506 1.591 -1.832
O -1.687 -1.161 -0.897
O -0.437 1.640 0.776
P -0.199 0.888 -0.621
H -1.931 -4.576 -3.614
H 1.418 -1.988 -1.776
H 1.452 0.118 1.573
H 0.042 -1.080 1.153
H 1.745 -1.573 1.010
H -0.941 3.335 -0.266
H 0.131 3.577 1.424
H -1.608 3.380 1.293
*
```

=====

x) Computed, not measured: C6H8NO3P in the gas phase, with the ωB97M-V functional and the def2-TZVPD basis.

The geometry in ORCA input format:
```
! wB97M-V def2-TZVPD RIJCOSX def2/J DEFGRID3
* xyz 0 1
C -2.532 -1.186 1.975
P -1.276 -1.424 0.991
C 0.327 -2.394 1.464
O 0.440 -3.515 1.282
O -0.500 0.097 0.868
C 0.681 0.160 0.249
C 1.830 0.511 0.814
N 2.819 1.196 1.040
O 0.743 -0.415 -1.021
C -0.155 0.304 -2.011
C 0.099 1.853 -1.739
H -3.109 -2.057 2.142
H -2.618 -0.314 2.586
H 3.619 0.768 1.356
H 0.319 -0.071 -2.856
H -1.128 0.111 -2.031
H 1.234 2.032 -1.620
H -0.309 2.345 -2.660
H -0.485 2.000 -0.828
*
```

=====

Relative energies, hartree: w) 0.0000; x) 0.0570.

=====

w) Computed, not measured: a molecular structure, C5H8IN, with the ωB97M-V functional and the def2-TZVPD basis.

The geometry in ORCA input format:
```
! wB97M-V def2-TZVPD RIJCOSX def2/J DEFGRID3
* xyz 0 1
C -1.489 -0.796 -1.157
C -1.316 2.179 0.274
C -0.968 -0.023 -0.295
C 1.679 -1.267 0.977
C 1.243 -0.104 0.131
N -1.399 0.931 0.466
I 1.967 -0.457 -1.777
H -2.641 -0.762 -1.138
H -0.975 -1.494 -1.876
H -1.872 2.741 1.035
H -0.778 2.618 -0.598
H 1.201 -1.149 1.951
H 2.780 -1.311 1.029
H 1.330 -2.089 0.390
H 1.237 0.983 0.588
*
```

=====

x) Computed, not measured: C5H8IN in the gas phase, with the ωB97M-V functional and the def2-TZVPD basis.

The geometry in ORCA input format:
```
! wB97M-V def2-TZVPD RIJCOSX def2/J DEFGRID3
* xyz 0 1
C -1.235 -1.473 0.358
C -0.400 -0.683 -0.580
C -0.726 0.723 -1.207
C 0.309 0.485 -0.130
C 0.951 1.262 1.018
N 1.756 0.989 -0.164
I 3.436 -0.219 0.100
H -1.895 -2.070 -0.138
H -1.854 -0.808 0.956
H -0.681 -2.096 0.974
H 0.143 -1.172 -1.380
H -0.159 0.883 -2.066
H -1.585 1.226 -0.983
H 0.698 2.286 1.376
H 1.239 0.666 1.866
*
```

=====

Relative energies, hartree: w) 0.0363; x) 0.0000.